# 1
{
  "formula": "C5H11NO",
  "method": "wB97M-V/def2-TZVPD",
  "symbols": ["C", "C", "C", "N", "C", "C", "O", "H", "H", "H", "H", "H", "H", "H", "H", "H", "H", "H"],
  "coordinates": [[-1.2418, -1.6220, -1.0534], [0.2355, -1.4598, -1.3107], [0.6124, 0.0125, -1.5287], [0.3846, 0.9623, -0.4587], [1.0088, 0.6727, 0.8405], [0.0948, 1.2033, 1.8863], [-1.0229, 0.6561, 2.0124], [-1.5682, -2.6570, -1.2770], [-1.8832, -1.1808, -1.8320], [-1.4050, -1.0773, -0.0777], [0.7425, -2.1468, -2.0421], [0.7167, -1.7146, -0.3771], [-0.0270, 0.1402, -2.4307], [1.6924, 0.0308, -1.8502], [-0.6741, 0.8562, -0.2350], [2.0853, 1.0452, 0.7334], [1.2093, -0.4469, 1.1144], [0.3430, 2.3256, 2.3815]],
  "smiles": "CCCNCC=O",
  "orbital_gap_ev": 9.69,
  "max_force_ev_per_a": 3.8,
  "e_tot_ev": -8898.638,
  "relative_energy_kj_mol": 295.1
}


# 2
{
  "formula": "C4H11NO",
  "method": "wB97M-V/def2-TZVPD",
  "symbols": ["C", "C", "N", "O", "H", "H", "H", "H", "H", "C", "C", "H", "H", "H", "H", "H", "H"],
  "coordinates": [[-1.2450, 0.6040, 1.8057], [-1.3493, 0.9636, 0.2846], [-1.3146, 2.4282, 0.0345], [-1.6396, 0.2903, -0.6574], [-0.7298, 1.4432, 2.3057], [-0.7242, -0.2887, 2.1364], [-2.3616, 0.6037, 2.0841], [-1.2926, 2.7235, -0.8024], [-0.6874, 2.9298, 0.6138], [1.0110, -1.1241, -1.5236], [1.8145, -1.7996, -0.4598], [1.1955, 0.0152, -1.4722], [1.1627, -1.4234, -2.5465], [-0.0881, -1.3422, -1.2567], [2.0141, -1.1838, 0.3633], [1.3599, -2.8262, -0.1803], [2.8745, -2.0135, -0.7290]],
  "smiles": "CC(N)=O.CC",
  "orbital_gap_ev": 10.79,
  "max_force_ev_per_a": 10.0,
  "e_tot_ev": -7863.034,
  "relative_energy_kj_mol": 146.7
}


# 3
{
  "formula": "C8H5BrFN",
  "method": "wB97M-V/def2-TZVPD",
  "symbols": ["C", "C", "C", "C", "C", "C", "C", "C", "N", "F", "Br", "H", "H", "H", "H", "H"],
  "coordinates": [[2.2300, 1.4871, 0.2908], [-2.2437, -0.5362, 0.2487], [-1.4601, -1.6248, -0.1461], [-1.7366, 0.7629, 0.3772], [-0.0808, -1.4313, -0.1508], [-0.4118, 0.9929, 0.3008], [0.4209, -0.1209, 0.0131], [1.8387, 0.1544, -0.0180], [2.4237, 2.4984, 0.8014], [2.7506, 0.8793, -2.2305], [3.0699, -1.1963, -0.0024], [-3.3162, -0.5185, 0.2892], [-1.7688, -2.7146, -0.4434], [-2.3170, 1.4829, 0.7803], [0.7647, -2.1618, -0.4737], [-0.1635, 2.0465, 0.3635]],
  "orbital_gap_ev": [6.74, 6.32],
  "max_force_ev_per_a": 3.4,
  "e_tot_ev": -82622.261,
  "relative_energy_kj_mol": 270.3
}


# 4
{
  "formula": "C2H5N6O4",
  "method": "wB97M-V/def2-TZVPD",
  "symbols": ["H", "N", "N", "C", "N", "O", "O", "N", "C", "N", "N", "O", "O", "H", "H", "H", "H"],
  "coordinates": [[-1.8765, 2.7434, -0.5527], [-1.1106, 2.1677, -0.1421], [-0.5676, 1.4261, -1.0200], [0.2980, 0.4640, -0.7420], [1.1579, -0.1408, -1.8747], [1.8609, -1.0869, -1.6886], [1.0562, 0.4907, -2.8741], [0.4478, 0.0447, 0.5541], [0.6974, -1.3718, 0.9771], [0.0667, 0.8152, 1.4261], [0.1987, 2.3015, 1.5438], [-0.5284, 2.7839, 2.3681], [1.1889, 2.6828, 0.9834], [-0.8126, 1.5872, -2.0169], [0.8968, -2.0682, 0.1851], [1.5909, -1.3721, 1.6483], [-0.3084, -1.4450, 1.5572]],
  "smiles": "[H]/N=[NH+]/C([N+](=O)[O-])=[N+](/C)N=[N+]([O-])[O-]",
  "orbital_gap_ev": [8.65, 8.65],
  "charge": 1,
  "max_force_ev_per_a": 4.8,
  "e_tot_ev": -19265.981,
  "relative_energy_kj_mol": 387.5
}


# 5
{
  "formula": "C5H6N",
  "method": "wB97M-V/def2-TZVPD",
  "symbols": ["C", "C", "C", "C", "C", "N", "H", "H", "H", "H", "H", "H"],
  "coordinates": [[1.0741, 0.5803, 0.5032], [2.2856, 0.4308, -0.0158], [1.7664, -0.9051, -0.2198], [-1.3899, 0.6396, 0.6943], [-1.1524, 0.1239, -0.6393], [-0.0984, 0.1961, 0.3148], [1.7377, -1.1411, -1.2421], [2.0838, -1.7355, 0.5316], [-1.6569, 1.7268, 0.9627], [-2.0537, -0.0419, 1.4404], [-1.3938, -0.8232, -0.9623], [-1.2027, 0.9493, -1.3676]],
  "orbital_gap_ev": 8.42,
  "charge": 1,
  "max_force_ev_per_a": 6.5,
  "e_tot_ev": -6756.663,
  "relative_energy_kj_mol": 821.6
}